Entry 1:
{
  "formula": "C23H26B2F6N7O8S2Se2Ti",
  "method": "ωB97M-V/def2-TZVPD",
  "elements": ["Ti", "O", "C", "C", "C", "O", "C", "Se", "C", "Se", "H", "H", "H", "H", "H", "H", "H", "H", "H", "H", "C", "C", "C", "N", "N", "C", "N", "S", "H", "H", "H", "H", "H", "H", "H", "N", "C", "N", "C", "C", "C", "C", "C", "C", "S", "H", "H", "H", "H", "H", "H", "F", "B", "F", "F", "B", "F", "F", "F", "O", "C", "O", "C", "C", "C", "C", "C", "C", "N", "O", "O", "N", "O", "O", "H", "H", "H"],
  "positions_angstrom": [[0.865, -0.172, -0.319], [4.167, 0.388, -3.653], [5.255, 0.607, -2.765], [4.978, 0.050, -1.366], [6.360, -0.139, -0.702], [7.167, -1.154, -1.289], [4.277, 1.053, -0.450], [2.641, 1.853, -1.162], [4.298, -1.324, -1.377], [2.367, -1.601, -1.672], [4.229, 1.022, -4.374], [5.467, 1.681, -2.670], [6.154, 0.119, -3.158], [6.203, -0.339, 0.363], [6.940, 0.784, -0.792], [6.684, -1.983, -1.203], [4.954, 1.884, -0.237], [4.020, 0.583, 0.497], [4.482, -1.784, -0.403], [4.762, -1.943, -2.147], [-2.720, -1.042, -5.227], [-1.217, -0.977, -4.958], [-0.863, 0.071, -3.957], [-0.565, -0.187, -2.745], [-0.268, 0.918, -1.987], [-0.405, 2.038, -2.639], [-0.279, 3.268, -2.095], [-0.883, 1.794, -4.288], [-2.946, -1.831, -5.944], [-3.094, -0.098, -5.631], [-3.261, -1.259, -4.306], [-0.664, -0.801, -5.884], [-0.866, -1.919, -4.535], [0.006, 3.286, -1.117], [0.093, 3.997, -2.678], [-2.719, 1.497, 0.668], [-2.265, 1.896, 1.895], [-1.144, 1.516, 2.395], [-0.913, 2.118, 3.619], [0.209, 1.911, 4.417], [0.298, 2.580, 5.626], [-0.710, 3.448, 6.052], [-1.832, 3.662, 5.268], [-1.919, 2.996, 4.055], [-3.182, 3.062, 2.852], [-2.231, 0.662, 0.338], [-3.720, 1.408, 0.591], [0.983, 1.233, 4.078], [1.167, 2.422, 6.252], [-0.618, 3.956, 7.004], [-2.620, 4.330, 5.594], [0.542, 2.899, 0.517], [1.476, 1.858, 0.563], [2.185, 1.855, 1.725], [3.712, -1.099, 1.852], [2.487, -1.415, 2.422], [2.286, -2.764, 2.540], [2.251, -0.717, 3.580], [1.431, -0.925, 1.417], [-0.807, -2.825, -1.001], [-1.414, -2.019, -0.324], [-0.963, -0.815, -0.032], [-2.781, -2.306, 0.233], [-3.270, -1.591, 1.327], [-4.572, -1.870, 1.735], [-5.390, -2.793, 1.120], [-4.884, -3.493, 0.010], [-3.562, -3.246, -0.416], [-5.693, -4.388, -0.667], [-5.226, -4.990, -1.686], [-6.884, -4.578, -0.247], [-5.122, -1.105, 2.863], [-4.501, -0.127, 3.246], [-6.185, -1.453, 3.349], [-2.662, -0.871, 1.854], [-6.399, -2.971, 1.450], [-3.173, -3.789, -1.263]],
  "mulliken_spin": [0.005, 0.000, 0.000, 0.000, 0.000, 0.000, 0.000, 0.000, 0.000, 0.000, 0.000, 0.000, 0.000, 0.000, 0.000, 0.000, 0.000, 0.000, 0.000, 0.000, -0.001, 0.000, -0.001, -0.002, 0.001, 0.000, 0.000, 0.000, 0.000, 0.000, 0.003, 0.000, 0.000, 0.000, 0.000, 0.007, -0.001, 0.000, -0.001, 0.000, 0.000, 0.000, 0.000, 0.000, 0.000, -0.009, 0.003, 0.000, 0.000, 0.000, 0.000, 0.000, 0.000, 0.000, 0.000, 0.000, 0.000, 0.000, -0.002, -0.003, -0.016, -0.003, -0.068, 0.151, -0.026, 0.109, 0.010, 0.134, 0.191, 0.218, 0.211, -0.004, -0.009, 0.000, 0.040, 0.027, 0.036],
  "charge": -2,
  "orbital_gap_ev": [3.81, 5.87],
  "multiplicity": 2,
  "s_squared": 0.775,
  "fmax_ev_per_a": 0.6,
  "de_lowest_kcal_mol": 28.5,
  "molar_mass_g_mol": 934.04
}



Entry 2:
{
  "formula": "C23H26BFN3O8",
  "method": "ωB97M-V/def2-TZVPD",
  "elements": ["F", "C", "C", "C", "B", "O", "C", "C", "O", "H", "H", "H", "H", "H", "H", "H", "H", "H", "H", "H", "C", "C", "C", "C", "C", "C", "N", "O", "O", "H", "H", "H", "H", "H", "C", "C", "C", "C", "C", "C", "N", "O", "O", "H", "H", "H", "H", "H", "C", "C", "C", "C", "C", "C", "N", "O", "O", "H", "H", "H", "H", "H"],
  "positions_angstrom": [[-3.165, 0.952, -1.360], [-2.285, -0.276, -1.356], [-1.766, -0.505, -2.903], [-0.140, -0.127, -3.005], [-0.074, 1.503, -3.210], [-0.325, 1.782, -4.657], [0.160, 3.193, -4.819], [0.789, 3.635, -3.334], [1.160, 2.249, -2.895], [-1.325, -0.130, -0.688], [-2.861, -1.239, -0.985], [-1.979, -1.574, -3.332], [-2.301, 0.327, -3.573], [0.484, -0.545, -2.108], [0.235, -0.697, -3.978], [-0.860, 1.948, -2.421], [1.130, 3.256, -5.496], [-0.632, 3.935, -5.298], [-0.171, 4.065, -2.773], [1.690, 4.394, -3.495], [1.973, 2.396, 2.025], [1.905, 2.329, 0.633], [2.610, 3.248, -0.147], [3.387, 4.231, 0.481], [3.451, 4.305, 1.879], [2.740, 3.382, 2.648], [4.151, 5.184, -0.333], [4.053, 5.098, -1.567], [4.853, 6.017, 0.258], [1.426, 1.673, 2.629], [1.304, 1.559, 0.155], [2.546, 3.183, -1.231], [4.047, 5.065, 2.379], [2.786, 3.429, 3.734], [-6.971, -2.407, 2.402], [-6.076, -1.510, 1.817], [-4.811, -1.944, 1.416], [-4.452, -3.286, 1.603], [-5.346, -4.187, 2.197], [-6.607, -3.740, 2.596], [-3.133, -3.754, 1.160], [-2.364, -2.922, 0.656], [-2.866, -4.955, 1.312], [-7.958, -2.065, 2.708], [-6.366, -0.471, 1.670], [-4.125, -1.232, 0.961], [-5.078, -5.230, 2.353], [-7.309, -4.433, 3.056], [4.603, -3.262, 2.604], [4.433, -3.629, 1.268], [3.387, -3.085, 0.521], [2.516, -2.166, 1.123], [2.680, -1.801, 2.466], [3.728, -2.355, 3.204], [1.430, -1.570, 0.336], [1.306, -1.932, -0.844], [0.701, -0.737, 0.894], [5.424, -3.685, 3.181], [5.118, -4.338, 0.808], [3.267, -3.381, -0.519], [2.009, -1.093, 2.947], [3.866, -2.076, 4.246]],
  "lowdin_charge": [-0.178, -0.136, -0.178, -0.125, -0.870, -0.107, -0.180, -0.182, -0.131, 0.110, 0.084, 0.094, 0.121, 0.060, 0.102, 0.098, 0.105, 0.111, 0.120, 0.125, -0.076, -0.035, 0.031, -0.141, -0.021, -0.088, -0.328, 0.063, 0.036, 0.098, 0.102, 0.101, 0.110, 0.098, -0.081, -0.060, 0.014, -0.136, -0.008, -0.079, -0.317, 0.062, 0.054, 0.104, 0.112, 0.112, 0.115, 0.103, -0.085, -0.073, 0.005, -0.128, 0.000, -0.074, -0.288, 0.068, 0.046, 0.102, 0.105, 0.121, 0.113, 0.104],
  "charge": -1,
  "orbital_gap_ev": 4.95,
  "fmax_ev_per_a": 3.5,
  "de_lowest_kcal_mol": 67.7,
  "molar_mass_g_mol": 502.28
}



Entry 3:
{
  "formula": "C23H26BrFIrN2O11P2",
  "method": "ωB97M-V/def2-TZVPD",
  "elements": ["Ir", "N", "C", "C", "P", "O", "O", "O", "P", "O", "O", "O", "H", "H", "H", "H", "H", "H", "H", "H", "Br", "C", "C", "C", "C", "C", "C", "C", "C", "C", "C", "H", "H", "H", "H", "H", "H", "F", "O", "C", "O", "C", "C", "C", "C", "O", "C", "O", "C", "C", "H", "H", "H", "H", "H", "C", "N", "C", "C", "O", "H", "H", "H", "H", "H", "H", "H"],
  "positions_angstrom": [[-0.522, -0.056, -0.267], [0.560, 3.327, -1.732], [0.385, 2.692, -3.052], [0.709, 3.624, -4.191], [1.515, 1.228, -3.008], [2.869, 2.107, -2.655], [1.680, 0.521, -4.286], [1.209, 0.426, -1.764], [-1.333, 2.007, -3.162], [-2.133, 3.447, -3.050], [-1.657, 1.351, -4.438], [-1.612, 1.288, -1.863], [1.567, 3.418, -1.548], [0.163, 2.676, -0.987], [0.068, 4.220, -1.664], [1.749, 3.949, -4.156], [0.050, 4.494, -4.185], [0.554, 3.083, -5.122], [3.602, 1.557, -2.922], [-2.908, 3.359, -3.603], [-1.345, -2.314, 1.350], [-2.051, -3.267, -0.142], [-2.744, -4.424, 0.126], [-3.298, -5.163, -0.919], [-3.141, -4.737, -2.211], [-2.405, -3.579, -2.511], [-2.213, -3.186, -3.852], [-1.456, -2.093, -4.163], [-0.854, -1.358, -3.130], [-1.099, -1.650, -1.817], [-1.835, -2.795, -1.454], [-2.850, -4.766, 1.143], [-3.834, -6.073, -0.705], [-3.574, -5.291, -3.031], [-2.643, -3.812, -4.620], [-1.285, -1.794, -5.183], [-0.179, -0.567, -3.416], [-0.316, 2.064, 0.415], [1.539, -2.515, 1.147], [1.775, -1.372, 1.513], [1.236, -0.305, 1.110], [2.786, -1.145, 2.629], [2.944, 0.143, 3.125], [3.793, 0.412, 4.190], [4.469, -0.658, 4.726], [5.347, -0.673, 5.770], [5.798, -2.004, 5.882], [5.126, -2.801, 4.932], [4.324, -1.954, 4.215], [3.480, -2.230, 3.168], [2.378, 0.932, 2.657], [3.921, 1.405, 4.587], [5.590, -2.378, 6.898], [6.886, -2.034, 5.695], [3.348, -3.224, 2.775], [-3.225, 3.511, 2.233], [-2.936, 2.107, 2.091], [-2.396, 1.446, 3.255], [-2.958, 1.504, 0.908], [-2.615, 0.336, 0.720], [-3.747, 3.685, 3.174], [-3.850, 3.851, 1.406], [-2.296, 4.088, 2.236], [-3.080, 1.563, 4.096], [-1.428, 1.877, 3.516], [-2.263, 0.389, 3.034], [-3.339, 2.129, 0.090]],
  "mulliken_spin": [0.795, 0.000, 0.002, 0.000, 0.003, -0.002, -0.003, -0.011, -0.001, 0.000, 0.001, 0.039, 0.000, 0.011, 0.000, 0.000, 0.000, 0.000, 0.000, 0.000, 0.111, -0.002, -0.007, -0.002, 0.003, -0.014, 0.010, -0.004, 0.015, -0.022, 0.001, 0.000, 0.000, 0.000, 0.000, -0.001, 0.002, 0.038, 0.003, 0.008, -0.018, -0.008, 0.000, 0.001, 0.000, 0.000, 0.000, 0.000, -0.001, 0.002, 0.000, 0.000, 0.000, 0.000, 0.000, -0.001, 0.013, -0.001, 0.013, 0.023, 0.000, 0.000, 0.001, 0.000, 0.001, 0.000, 0.000],
  "orbital_gap_ev": [5.31, 5.56],
  "multiplicity": 2,
  "s_squared": 0.779,
  "fmax_ev_per_a": 4.6,
  "de_lowest_kcal_mol": 106.4,
  "molar_mass_g_mol": 859.53
}



Entry 4:
{
  "formula": "C23H26BrN3O4S",
  "method": "ωB97M-V/def2-TZVPD",
  "elements": ["C", "C", "C", "C", "C", "C", "C", "H", "Br", "N", "C", "O", "C", "C", "C", "N", "S", "O", "O", "C", "C", "C", "C", "C", "C", "H", "C", "H", "C", "H", "H", "C", "C", "O", "N", "H", "H", "H", "H", "H", "H", "C", "C", "H", "H", "H", "H", "H", "H", "H", "H", "H", "H", "H", "H", "H", "H", "H"],
  "positions_angstrom": [[-6.613, -3.481, -0.954], [-5.633, -2.396, -0.633], [-6.068, -1.156, -0.178], [-5.175, -0.146, 0.121], [-3.803, -0.345, -0.018], [-3.375, -1.599, -0.449], [-4.268, -2.607, -0.762], [-3.893, -3.563, -1.097], [-1.511, -1.971, -0.573], [-2.874, 0.661, 0.249], [-2.986, 1.634, 1.193], [-3.948, 1.786, 1.912], [-1.750, 2.535, 1.261], [-1.673, 3.350, -0.044], [-0.300, 3.989, -0.240], [0.761, 3.006, -0.116], [0.748, 1.900, -1.391], [-0.352, 0.965, -1.306], [0.840, 2.674, -2.590], [2.266, 1.006, -1.113], [3.469, 1.676, -1.234], [4.644, 0.986, -1.012], [4.611, -0.367, -0.671], [3.389, -1.053, -0.607], [2.218, -0.343, -0.818], [1.260, -0.838, -0.782], [3.378, -2.537, -0.387], [2.395, -2.934, -0.638], [3.737, -2.924, 1.051], [3.984, -3.986, 1.078], [2.878, -2.761, 1.704], [4.918, -2.103, 1.576], [6.038, -1.960, 0.568], [7.101, -2.530, 0.641], [5.803, -1.047, -0.428], [6.615, -0.781, -0.971], [5.330, -2.578, 2.467], [4.574, -1.099, 1.839], [4.114, -2.984, -1.061], [5.597, 1.487, -1.097], [3.464, 2.721, -1.499], [0.794, 2.423, 1.208], [-0.500, 1.688, 1.561], [-0.513, 0.758, 0.995], [-0.494, 1.430, 2.621], [1.640, 1.733, 1.248], [0.980, 3.240, 1.913], [-0.219, 4.417, -1.240], [-0.116, 4.772, 0.501], [-1.866, 2.710, -0.904], [-2.442, 4.124, -0.022], [-1.905, 3.232, 2.092], [-2.010, 0.616, -0.290], [-5.525, 0.809, 0.475], [-7.126, -0.976, -0.062], [-7.078, -3.848, -0.040], [-6.124, -4.315, -1.450], [-7.403, -3.101, -1.600]],
  "lowdin_charge": [-0.051, -0.282, -0.034, 0.003, -0.254, -0.566, -0.096, 0.102, 0.816, 0.113, -0.440, 0.084, -0.200, -0.124, -0.187, -0.227, 0.708, -0.347, -0.263, -0.275, -0.043, 0.013, -0.192, -0.146, 0.005, 0.081, -0.128, 0.117, -0.163, 0.117, 0.116, -0.094, -0.474, 0.083, 0.137, 0.163, 0.124, 0.125, 0.131, 0.119, 0.122, -0.185, -0.122, 0.082, 0.130, 0.116, 0.132, 0.117, 0.132, 0.103, 0.130, 0.151, 0.058, 0.111, 0.115, 0.084, 0.074, 0.081],
  "orbital_gap_ev": 8.62,
  "fmax_ev_per_a": 1.1,
  "molar_mass_g_mol": 520.45
}